Formula: C67H95N9O17
Source: the Open Molecules 2025 dataset
Level of theory: ωB97M-V with the def2-TZVPD basis set

Atoms and positions in Å:
C  18.3498  -12.1740  -11.2783
C  18.2809  -12.4171  -12.8031
C  19.5289  -13.2773  -13.3346
C  19.4478  -14.7776  -13.0123
C  18.0363  -15.3466  -13.4664
C  16.7967  -14.7025  -13.0648
N  16.9706  -13.1440  -13.0791
O  15.8186  -12.4077  -13.1315
C  16.3472  -15.0678  -11.6607
C  15.7625  -15.2151  -14.0925
C  18.2569  -11.0597  -13.4986
H  18.1701  -12.9593  -10.5440
H  17.6692  -11.3957  -10.9334
H  19.2961  -11.7169  -10.9890
H  20.3972  -12.8351  -12.8460
H  19.5986  -13.1068  -14.4089
H  19.4871  -14.9061  -11.9306
H  20.2217  -15.3877  -13.4782
H  18.0387  -16.4366  -13.4699
H  18.1335  -15.1035  -14.5245
H  17.0247  -14.7491  -10.8685
H  16.1993  -16.1450  -11.5833
H  15.3638  -14.6053  -11.5771
H  16.0544  -15.1583  -15.1412
H  14.8409  -14.6888  -13.8440
H  15.5199  -16.2513  -13.8567
H  18.4371  -11.1480  -14.5700
H  18.9429  -10.3783  -12.9954
H  17.3974  -10.4411  -13.2403
C  23.1979  -11.7714  -13.7298
N  23.7984  -10.6668  -14.6155
C  23.9461  -9.4292  -14.1205
C  24.5311  -8.3202  -14.8530
C  24.7638  -8.5770  -16.2394
C  24.5351  -9.8984  -16.7334
C  24.1049  -10.9584  -15.8703
C  25.3368  -7.5044  -17.1399
C  25.0554  -6.1092  -16.9818
C  25.3464  -5.3086  -18.0232
N  25.8886  -5.7453  -19.1714
C  26.3561  -7.0415  -19.2672
C  26.1456  -7.9035  -18.1767
C  26.0940  -5.0095  -20.4331
H  22.1093  -11.7196  -13.7501
H  23.4254  -11.7374  -12.6643
H  23.3902  -12.7468  -14.1767
H  23.6407  -9.2928  -13.0936
H  24.7975  -7.4051  -14.3450
H  24.9119  -10.1031  -17.7246
H  23.9244  -11.9602  -16.2312
H  24.3687  -5.7816  -16.2152
H  24.8313  -4.3605  -18.0715
H  26.6070  -7.3097  -20.2829
H  26.4808  -8.9217  -18.3082
H  25.3468  -5.4271  -21.1080
H  27.1011  -5.2257  -20.7895
H  25.9622  -3.9406  -20.2655
C  7.7930  -10.4636  -24.1077
N  8.8360  -10.0493  -23.1157
C  9.0950  -10.7662  -21.9683
C  10.0339  -10.3712  -21.0690
C  10.6762  -9.1268  -21.2342
C  10.3691  -8.3584  -22.3543
C  9.3767  -8.8886  -23.3074
C  11.7268  -8.6462  -20.3273
C  12.8177  -9.4798  -20.0137
C  13.8505  -8.9255  -19.2935
N  13.8073  -7.6072  -18.8814
C  12.6830  -6.8816  -19.0029
C  11.6144  -7.3648  -19.7791
C  14.9941  -6.9807  -18.2299
H  8.2404  -10.4906  -25.1013
H  6.9044  -9.8641  -23.9099
H  7.4142  -11.4756  -23.9646
H  8.5368  -11.6907  -21.9690
H  10.2790  -10.8880  -20.1529
H  10.7950  -7.3677  -22.4131
H  9.0822  -8.3100  -24.1705
H  12.9017  -10.5055  -20.3411
H  14.7714  -9.4031  -18.9930
H  12.6550  -5.8936  -18.5676
H  10.7736  -6.7016  -19.9196
H  15.3749  -7.5816  -17.4041
H  14.7392  -5.9600  -17.9447
H  15.6871  -6.8886  -19.0662
C  23.6897  -4.8944  -12.2709
N  22.2961  -4.3587  -12.0668
C  21.8150  -4.2986  -10.7990
C  20.5292  -3.7504  -10.6281
C  19.7734  -3.3025  -11.7299
C  20.3611  -3.3555  -12.9523
C  21.5689  -3.9309  -13.1852
C  18.3773  -2.9701  -11.4619
C  17.7821  -1.8310  -12.0105
C  16.4228  -1.7090  -12.0188
N  15.6652  -2.6049  -11.3516
C  16.1656  -3.6718  -10.7831
C  17.5555  -3.9083  -10.8041
C  14.1729  -2.4537  -11.5498
H  23.9884  -5.6055  -11.5006
H  24.2484  -3.9650  -12.1605
H  23.8366  -5.2700  -13.2836
H  22.3837  -4.4680  -9.8966
H  20.1891  -3.7608  -9.6031
H  19.8216  -2.9867  -13.8122
H  22.1614  -3.9561  -14.0879
H  18.3778  -1.3007  -12.7387
H  15.9304  -1.0432  -12.7121
H  15.5308  -4.4657  -10.4180
H  17.9059  -4.8494  -10.4067
H  13.7504  -3.4303  -11.7857
H  14.0167  -1.6656  -12.2864
H  13.8004  -2.1776  -10.5633
C  20.9523  -5.1825  -16.9159
C  19.9252  -5.8742  -16.0684
N  19.8932  -7.2909  -16.2929
C  20.8756  -8.2646  -15.8553
C  20.3130  -9.4632  -16.3386
N  19.2385  -9.1513  -17.1443
C  18.9073  -7.8188  -17.0722
C  18.4825  -10.2032  -17.8551
H  20.8590  -5.4697  -17.9632
H  21.9619  -5.3264  -16.5309
H  20.7867  -4.1192  -16.7426
H  18.9426  -5.4932  -16.3467
H  19.9592  -5.6279  -15.0071
H  21.7926  -8.1723  -15.2922
H  20.5459  -10.5176  -16.3185
H  18.1303  -7.2582  -17.5705
H  18.4017  -11.1344  -17.2943
H  18.7477  -10.4152  -18.8908
H  17.4589  -9.8289  -17.8402
C  21.2303  -15.0770  -17.6326
C  21.8553  -14.0535  -16.6732
O  22.9737  -14.3157  -16.0774
O  21.3379  -12.9198  -16.7207
H  20.8532  -15.9326  -17.0723
H  21.9448  -15.3830  -18.3967
H  20.4822  -14.5204  -18.1971
C  17.5678  -6.2746  -13.6377
C  16.8653  -5.3151  -14.6017
O  16.5819  -5.6216  -15.7603
O  16.7666  -4.1509  -14.3102
H  18.4058  -5.8732  -13.0678
H  17.8771  -7.2211  -14.0811
H  16.8625  -6.5880  -12.8680
C  21.9788  -8.3819  -19.3137
C  23.0963  -8.4494  -20.3132
O  23.6876  -7.4985  -20.7907
O  23.2550  -9.6181  -20.7522
H  22.0952  -7.4826  -18.7087
H  21.8818  -9.2122  -18.6142
H  21.0255  -8.3321  -19.8397
C  14.9949  -12.1931  -16.9588
C  14.6366  -10.9616  -16.0088
O  15.5021  -10.0918  -15.6308
O  13.4874  -10.8195  -15.4429
H  15.8791  -12.0077  -17.5687
H  14.1503  -12.3392  -17.6321
H  15.1880  -13.1269  -16.4308
C  22.9442  -1.6547  -16.0680
C  24.2552  -2.4028  -16.0609
O  25.0152  -2.1156  -17.0417
O  24.5811  -3.3035  -15.2750
H  22.2180  -1.8383  -16.8598
H  23.1252  -0.5807  -16.0251
H  22.3985  -1.9611  -15.1756
C  17.1111  -11.0913  -21.1414
C  17.0488  -9.6055  -21.3240
O  17.5035  -8.9369  -20.4017
O  16.7829  -9.2335  -22.5150
H  16.4996  -11.3217  -20.2690
H  18.1035  -11.5058  -20.9641
H  16.8187  -11.5853  -22.0681
C  19.7229  -8.1548  -11.2027
C  20.8882  -8.5752  -12.0858
O  21.2136  -9.7577  -12.0343
O  21.5459  -7.7326  -12.6466
H  19.1463  -9.0566  -10.9971
H  19.2356  -7.2488  -11.5632
H  20.1529  -7.7930  -10.2687
C  19.3617  0.1852  -15.9364
C  18.4587  -1.0600  -15.9992
O  18.8659  -2.1636  -16.4655
O  17.3038  -1.0095  -15.4453
H  20.2818  0.0234  -16.4979
H  19.5473  0.2790  -14.8664
H  19.0002  1.2100  -16.0217

Output
Multiplicity: 2
Net charge: +1
Highest occupied orbital energy (spin up / spin down), eV: -7.11 / -7.11
Frontier orbital gap (spin up / spin down), eV: 2.4 / 2.4
⟨S²⟩: 0.754
E_tot, eV: -119214.33125

Mulliken population analysis, charges in e, atoms 1 to 99: number 1, C, carries -1.60; number 2, C, carries 1.90; number 3, C, carries -0.93; number 4, C, carries -1.17; number 5, C, carries -1.75; number 6, C, carries 1.73; number 7, N, carries 1.11; number 8, O, carries -0.27; number 9, C, carries -1.61; number 10, C, carries -1.86; number 11, C, carries -1.65; number 12, H, carries 0.27; number 13, H, carries 0.55; number 14, H, carries 0.28; number 15, H, carries 0.07; number 16, H, carries 0.54; number 17, H, carries 0.36; number 18, H, carries 0.58; number 19, H, carries 0.49; number 20, H, carries 0.49; number 21, H, carries 0.29; number 22, H, carries 0.40; number 23, H, carries 0.47; number 24, H, carries 0.37; number 25, H, carries 0.51; number 26, H, carries 0.46; number 27, H, carries 0.40; number 28, H, carries -0.36; number 29, H, carries 0.73; number 30, C, carries -1.16; number 31, N, carries 0.23; number 32, C, carries -0.50; number 33, C, carries -0.80; number 34, C, carries 1.66; number 35, C, carries -0.96; number 36, C, carries -0.72; number 37, C, carries 0.36; number 38, C, carries -0.06; number 39, C, carries -0.05; number 40, N, carries 0.20; number 41, C, carries -0.55; number 42, C, carries -0.64; number 43, C, carries -1.00; number 44, H, carries 0.39; number 45, H, carries 0.36; number 46, H, carries 0.48; number 47, H, carries 0.54; number 48, H, carries 0.76; number 49, H, carries 0.38; number 50, H, carries 0.42; number 51, H, carries -0.38; number 52, H, carries 0.36; number 53, H, carries 0.43; number 54, H, carries 0.67; number 55, H, carries 0.38; number 56, H, carries 0.38; number 57, H, carries 0.37; number 58, C, carries -0.97; number 59, N, carries -0.01; number 60, C, carries -0.25; number 61, C, carries -0.63; number 62, C, carries 0.60; number 63, C, carries -0.75; number 64, C, carries -0.17; number 65, C, carries 0.90; number 66, C, carries -0.90; number 67, C, carries -0.81; number 68, N, carries 0.19; number 69, C, carries -0.17; number 70, C, carries -0.60; number 71, C, carries -0.90; number 72, H, carries 0.38; number 73, H, carries 0.39; number 74, H, carries 0.32; number 75, H, carries 0.40; number 76, H, carries 0.55; number 77, H, carries 0.52; number 78, H, carries 0.47; number 79, H, carries 0.53; number 80, H, carries 0.80; number 81, H, carries 0.43; number 82, H, carries 0.55; number 83, H, carries 0.29; number 84, H, carries 0.29; number 85, H, carries 0.41; number 86, C, carries -0.43; number 87, N, carries 0.31; number 88, C, carries -0.37; number 89, C, carries -0.61; number 90, C, carries 0.42; number 91, C, carries -0.04; number 92, C, carries -0.49; number 93, C, carries 0.68; number 94, C, carries -0.52; number 95, C, carries 0.14; number 96, N, carries 0.13; number 97, C, carries -0.32; number 98, C, carries -0.97; number 99, C, carries -0.93